Formula: C5H7N3
Source: OMol25
Level of theory: the ωB97M-V functional and the def2-TZVPD basis

Summary:
- Energy relative to the best compared isomer or geometry (same formula, charge and spin): 6.788 eV
- Max |F|: 7.9 eV/Å
- Spin multiplicity: 1
- SMILES: C#C[C@@H]1CN(N)C=N1
- HOMO-LUMO gap: 0.3871 Ha

Cartesian coordinates (Å):
1 C -1.091027 -0.540404 -0.185506
2 C 0.021083 -0.140307 0.787174
3 H 3.001655 -0.535089 0.953881
4 H 2.404551 0.514071 -0.525037
5 N -0.286510 -0.454083 -1.499117
6 H 1.601793 -0.402394 -1.839115
7 C -3.009968 1.305669 0.257541
8 H -3.705866 2.187830 0.239927
9 H 0.118838 -0.443065 1.821924
10 N 2.272935 0.091699 0.621607
11 C 0.848830 -0.674409 -1.099079
12 N 1.175453 -0.839284 0.193659
13 C -2.026462 0.586318 -0.194458
14 H -1.504962 -1.577163 -0.061643
15 H 0.179656 0.920612 0.528242

Atomic forces in eV per Å
C 0.1 0.3 -0.7
C 0.3 -1.0 -0.3
H 0.6 0.3 -0.8
H 1.2 -1.1 4.8
N -4.2 -0.5 0.7
H 0.8 -0.9 0.0
C 4.5 -2.0 -3.2
H 1.0 -1.5 0.3
H -1.2 0.6 0.4
N -0.6 0.2 -5.1
C 3.6 0.8 -3.1
N 0.6 1.1 2.7
C -6.7 2.7 3.2
H 0.0 1.1 -0.1
H -0.1 -0.2 1.0


Formula: C22H20BN9O2SSeV
Source: OMol25
Level of theory: the ωB97M-V functional and the def2-TZVPD basis

Summary:
- Max |F|: 0.8 eV/Å
- Net charge: -1
- Spin multiplicity: 3
- HOMO-LUMO gap (alpha / beta): 0.1723 / 0.2306 Ha

Cartesian coordinates (Å):
1 C 2.738888 -1.986700 2.413879
2 C 3.665305 -2.337676 1.427112
3 H 1.589989 -4.236217 -2.990978
4 S -2.533023 -1.405838 1.975644
5 C 0.152754 -0.593502 5.465965
6 N 0.107047 0.547609 2.940636
7 C 2.464777 -0.981956 -0.103295
8 N 0.339579 -0.235752 -3.370011
9 C 0.657792 -4.326382 -0.950230
10 H -0.975941 3.575577 0.865543
11 C -0.648083 1.006825 3.905466
12 O -3.643520 1.495021 -1.843623
13 B 0.660228 -1.729020 -3.605755
14 N -0.082377 -2.221274 -1.148618
15 H -1.266172 1.868454 3.665010
16 H -0.851777 3.236702 -0.857957
17 C 0.991450 -1.104223 4.460148
18 C -2.448243 2.191125 0.115783
19 H 0.992059 2.545977 -2.001430
20 C -0.047799 -3.295754 -0.346213
21 C -1.041057 2.779278 0.116065
22 C -0.682715 0.455555 5.198138
23 H 0.041306 1.497426 1.364327
24 N 1.548933 -0.630870 0.790487
25 H -3.186948 2.991627 0.117265
26 H 0.903245 2.100454 0.107342
27 C 3.568150 -1.792757 0.174152
28 N 0.862388 0.485659 -2.353802
29 C 1.041013 -3.798300 -2.173849
30 C -1.470879 -0.888071 0.952468
31 C 0.000484 1.887240 -3.887768
32 H -1.337904 0.871311 5.951310
33 N -0.015339 1.754943 0.363583
34 C 0.909145 -0.525873 3.162103
35 C 1.724126 -1.036475 2.098317
36 N 3.726095 -3.498469 4.044354
37 C -2.692725 1.314163 -1.110047
38 H -0.657204 0.166521 -5.167944
39 Se 3.409881 -3.910093 5.784717
40 O -1.777801 0.407678 -1.300196
41 C 0.662082 1.766870 -2.670204
42 H -0.512952 -3.253630 0.624294
43 H 1.794303 -1.854688 -4.018776
44 H 4.267605 -2.026633 -0.615543
45 H 0.866218 -5.304972 -0.556053
46 H 0.203520 -1.049988 6.446107
47 C -0.191053 0.575702 -4.287992
48 C 2.834332 -2.573734 3.725995
49 H -2.593196 1.582168 1.012811
50 H 4.446367 -3.038558 1.692730
51 V -0.312357 -0.297055 -0.372052
52 C 1.924661 -2.153507 4.752622
53 H 2.294001 -0.635056 -1.113213
54 N 0.590374 -2.547673 -2.272235
55 H -0.314959 2.783611 -4.391976
56 H -0.156258 -2.151773 -4.390521
57 N 2.037403 -2.731381 5.939996

Atomic forces in eV per Å
C 0.0 0.0 0.0
C 0.0 0.0 0.0
H 0.0 0.0 0.0
S -0.1 0.0 0.0
C 0.0 0.0 0.0
N 0.0 0.1 0.0
C 0.0 0.0 0.0
N 0.0 0.1 -0.1
C 0.0 0.0 0.0
H 0.0 0.0 0.0
C 0.0 0.0 0.0
O 0.0 0.0 0.0
B 0.0 0.0 0.0
N 0.0 -0.1 0.0
H 0.0 0.0 0.0
H 0.0 0.0 0.0
C 0.0 0.0 0.0
C 0.0 0.0 0.0
H 0.0 0.0 0.0
C 0.0 0.0 0.0
C 0.0 0.0 0.0
C 0.0 0.0 0.0
H -0.1 0.0 0.0
N 0.2 0.0 0.1
H 0.0 0.0 0.0
H 0.0 0.0 0.0
C 0.0 -0.1 0.0
N -0.2 -0.1 0.2
C 0.0 0.0 0.0
C -0.2 -0.2 0.6
C 0.0 0.0 0.0
H 0.0 0.0 0.0
N 0.1 -0.2 0.1
C 0.0 0.0 0.0
C -0.1 0.0 0.0
N 0.0 0.0 0.0
C -0.1 0.1 0.1
H 0.0 0.0 0.0
Se 0.0 0.0 0.0
O -0.3 0.0 -0.4
C 0.0 0.0 0.0
H 0.0 0.0 0.0
H 0.0 0.0 0.0
H 0.0 0.0 0.0
H 0.0 0.0 0.0
H 0.0 0.0 0.0
C 0.0 0.0 0.0
C 0.0 0.0 0.0
H 0.0 0.0 0.0
H 0.0 0.0 0.0
V 0.5 0.5 -0.5
C 0.0 0.0 0.0
H 0.0 0.0 0.0
N 0.1 0.0 -0.1
H 0.0 0.0 0.0
H 0.0 0.0 0.0
N 0.0 0.0 0.0


Formula: C36H62BClGeN4O5PbSe
Source: OMol25
Level of theory: the ωB97M-V functional and the def2-TZVPD basis

Summary:
- Energy relative to the best compared isomer or geometry (same formula, charge and spin): 0.141 eV
- Max |F|: 0.6 eV/Å
- Spin multiplicity: 1
- HOMO-LUMO gap: 0.2861 Ha

Cartesian coordinates (Å):
1 H 0.287357 -0.826311 6.569474
2 C -2.290669 -1.449257 5.283593
3 Pb -0.164112 -0.197390 0.415458
4 O -1.030879 -2.920880 -0.869377
5 C 6.391661 -0.598108 -0.295057
6 H 6.957646 0.521324 -3.435007
7 H 6.155968 -0.403725 0.753259
8 H 2.518697 2.999364 0.801471
9 H -6.103687 -0.579159 -0.159655
10 O -0.777144 0.698485 2.786492
11 C -2.532326 3.314284 3.068583
12 N 0.020338 0.450721 4.878992
13 C -0.921657 0.196144 3.915401
14 H 5.144201 2.631668 0.019829
15 C -3.840275 2.282667 1.151213
16 H -5.526693 1.404265 -2.897302
17 C -5.461049 0.213492 0.205985
18 C -4.154265 0.001783 -1.931455
19 H -5.119807 -0.020219 -3.868929
20 C -0.376831 2.120593 -5.641309
21 H -3.117612 -1.770664 -1.186050
22 C -1.500403 3.448570 -2.341103
23 N -2.440199 2.094379 -0.838070
24 C 2.322936 4.063890 0.660799
25 H 1.779579 0.230905 -5.492001
26 C -2.977144 -0.713369 3.039615
27 C 3.421290 0.309856 -1.331360
28 H -1.039017 0.350852 6.714814
29 C -2.655527 3.158128 -1.716386
30 H -0.628304 1.064619 -3.801890
31 H 5.455032 3.149379 -1.646378
32 C 5.729256 2.423772 -0.879236
33 C -5.332405 0.330212 -2.856009
34 H 3.271230 4.552587 0.421853
35 B -1.066677 1.656235 -0.928200
36 H 4.155701 -1.651078 0.738560
37 H 7.455004 -0.400011 -0.443616
38 O 0.780231 -1.592965 -1.624300
39 C -3.877458 4.757279 1.496378
40 C 1.672872 3.638408 -1.745672
41 H -2.747497 -1.560026 2.385561
42 H 3.576262 4.620268 -1.817273
43 C -0.046823 0.180506 6.311146
44 H -4.764167 4.709334 2.134390
45 H 6.207067 -1.651614 -0.514292
46 H -3.698811 -1.911145 -2.841641
47 H -4.840841 -2.014169 -1.496541
48 H 1.957389 6.296287 -0.965857
49 C -4.951189 1.860134 1.874429
50 H 1.966711 4.469184 1.611182
51 H -6.607720 0.503930 1.994258
52 H -5.204352 2.357837 2.803703
53 H 4.214845 3.658011 -3.994737
54 H 1.300805 2.124376 4.912107
55 H -2.761704 -0.895490 6.097482
56 C 0.858419 0.036567 -4.937661
57 N -0.505518 2.570101 -1.898172
58 C 3.117235 -1.456683 0.983290
59 C 1.040632 5.797208 -0.639003
60 H 6.787272 2.546274 -0.641733
61 O 0.046844 -3.423748 -2.920758
62 Se 2.713397 0.374662 0.479917
63 H 0.179336 -0.501716 -5.602266
64 H -1.085674 1.502113 -6.197144
65 H 5.318086 0.894244 -4.000854
66 H -3.292267 5.630129 1.794014
67 H 2.966213 -1.542281 2.056809
68 H 0.622214 0.882356 6.806344
69 H 2.677766 2.133739 -5.171426
70 H 0.272021 5.973638 -1.394299
71 C 0.199961 1.333227 -4.458327
72 C -3.546098 1.630060 -0.054944
73 H -1.788635 2.517177 3.128653
74 H -0.901172 3.017365 -5.302810
75 H 1.089923 -0.617365 -4.099751
76 C 2.901287 3.938839 -2.324092
77 H 3.077146 -0.631960 -1.761562
78 C -5.747607 0.823518 1.416587
79 C 1.154475 2.212156 -3.667363
80 H -3.261249 0.449677 -2.367523
81 H 2.462379 -2.143334 0.450314
82 H -3.968601 -0.856782 3.467840
83 H 2.112953 0.549429 4.813098
84 C -4.370362 0.614791 -0.560573
85 H -2.070008 4.243111 3.413333
86 O 1.168173 -3.802275 -0.866660
87 H -1.409451 -1.961644 5.654025
88 C 1.280021 4.297780 -0.434938
89 C 0.807978 2.769700 -2.428127
90 H -3.351483 3.077572 3.752648
91 H 5.754120 -0.770735 -3.580273
92 H 0.342155 3.853268 -0.102909
93 H -2.170508 3.581617 0.980501
94 C 2.393030 2.546615 -4.210213
95 H -4.210808 4.906196 0.466750
96 N -2.001011 -0.607176 4.128726
97 H -2.986972 -2.218232 4.959676
98 H 0.416068 2.429936 -6.328142
99 H -2.993496 0.195607 2.446479
100 H 2.926838 1.120906 -1.866120
101 C 3.260078 3.401678 -3.549524
102 H -6.245176 -0.167654 -2.517064
103 C -3.937579 -1.510631 -1.854542
104 H -3.624334 3.622754 -1.810788
105 C 5.899806 0.277660 -3.314961
106 H 0.714958 6.263943 0.294074
107 Ge 5.366176 0.592347 -1.463573
108 C 1.248262 1.124958 4.472006
109 C -3.038040 3.480801 1.631692
110 H 1.284895 1.219846 3.394496
111 H -1.286033 4.216959 -3.067763
112 Cl 0.233530 -2.973755 -1.578132

Atomic forces in eV per Å
H 0.0 0.0 0.0
C 0.1 0.1 -0.1
Pb -0.4 -0.4 -0.3
O 0.3 0.1 -0.1
C -0.1 0.0 0.0
H 0.0 0.0 0.0
H 0.0 0.0 0.0
H 0.0 0.1 0.0
H 0.0 0.0 0.0
O 0.2 0.2 -0.1
C 0.0 0.0 0.0
N 0.0 -0.1 0.0
C 0.1 -0.3 0.0
H 0.0 0.0 0.0
C 0.0 0.0 0.0
H 0.0 0.0 0.0
C 0.0 0.0 0.1
C 0.0 0.0 0.0
H 0.0 0.0 0.0
C 0.0 0.0 0.0
H 0.0 0.0 0.0
C 0.0 -0.1 0.1
N -0.1 -0.1 -0.1
C 0.0 0.0 0.0
H -0.1 0.0 0.0
C 0.1 0.0 0.0
C -0.1 -0.1 -0.1
H -0.1 0.0 0.0
C 0.1 0.0 0.1
H 0.0 0.0 0.0
H 0.0 -0.1 0.1
C 0.0 0.0 -0.1
C 0.0 0.0 0.0
H 0.0 0.0 0.0
B 0.2 0.1 0.2
H 0.1 0.0 0.0
H 0.0 0.0 0.0
O -0.1 0.1 0.1
C 0.0 0.0 0.0
C 0.0 0.0 0.1
H 0.0 0.0 0.0
H 0.0 0.0 0.0
C -0.1 0.0 -0.2
H 0.0 0.0 0.0
H 0.0 0.1 0.0
H 0.0 0.0 0.0
H 0.0 0.0 0.0
H 0.0 0.0 0.0
C 0.0 0.0 0.0
H 0.0 0.0 0.0
H 0.0 0.0 0.0
H 0.0 0.0 0.0
H 0.0 0.0 0.0
H 0.0 0.0 0.0
H 0.0 0.0 0.0
C 0.0 0.1 0.0
N -0.2 0.0 -0.2
C -0.1 0.0 0.0
C 0.0 0.0 0.0
H 0.0 0.0 0.0
O 0.0 0.0 0.1
Se 0.2 0.0 0.0
H 0.0 0.0 0.0
H 0.0 0.0 0.0
H 0.0 0.0 0.0
H 0.0 0.0 0.0
H 0.0 0.0 0.0
H 0.0 0.0 0.0
H 0.0 0.0 0.0
H 0.0 0.0 0.0
C 0.0 0.0 0.0
C 0.0 0.0 0.0
H -0.2 0.2 0.0
H 0.0 0.0 0.0
H 0.1 0.0 0.1
C 0.0 0.0 0.0
H 0.0 0.0 0.0
C 0.0 0.0 0.0
C 0.0 0.0 0.0
H 0.1 0.0 0.0
H 0.0 0.0 0.0
H 0.0 0.0 0.0
H 0.0 0.0 0.0
C 0.1 0.0 0.0
H 0.0 0.0 0.0
O -0.1 0.1 -0.1
H 0.1 0.0 0.0
C 0.0 0.0 0.0
C 0.0 0.0 0.1
H 0.0 0.1 0.0
H 0.0 0.0 0.0
H 0.0 0.0 0.0
H 0.1 0.0 0.0
C 0.0 0.0 0.0
H 0.0 0.0 0.0
N -0.2 0.1 0.2
H 0.0 0.0 0.0
H 0.0 0.0 0.0
H 0.0 -0.1 0.1
H 0.0 0.0 0.0
C 0.0 0.0 0.0
H 0.0 0.0 0.0
C -0.1 0.0 0.1
H 0.0 0.0 0.0
C 0.0 0.0 0.0
H 0.0 0.0 0.0
Ge 0.1 0.1 0.1
C 0.0 -0.1 0.1
C -0.1 0.0 0.1
H 0.0 0.0 0.0
H 0.0 0.0 0.0
Cl -0.1 0.0 0.0


Formula: C55H43NO2PPd
Source: OMol25
Level of theory: the ωB97M-V functional and the def2-TZVPD basis

Summary:
- Max |F|: 3.0 eV/Å
- Net charge: -1
- Spin multiplicity: 3
- HOMO-LUMO gap (alpha / beta): 0.2104 / 0.2719 Ha

Cartesian coordinates (Å):
1 H -0.380543 -5.382468 -0.208292
2 H -5.847621 2.716224 4.620133
3 C 3.997583 -3.957458 -0.507506
4 H 1.270345 1.469442 2.877127
5 C 2.912916 0.679246 -1.325134
6 H 3.941445 0.627824 -3.223422
7 C 3.020871 0.893989 0.086495
8 H -2.742411 6.174688 1.104094
9 C -3.476066 0.498710 5.326691
10 C -4.544189 1.325503 5.523678
11 H 6.078595 0.943974 -2.281503
12 H -0.980370 5.025574 -1.120872
13 C -0.568504 3.454390 2.740530
14 C -4.091644 -2.307547 -0.085775
15 H -2.606723 1.876800 -0.263966
16 H 0.676157 -4.834521 -2.396224
17 C -0.801973 -4.805982 0.642013
18 C 2.163700 -2.041133 -4.851204
19 C 0.571339 0.119107 -4.698732
20 C -1.080892 -2.774536 1.888678
21 H -4.607796 2.630900 2.409791
22 C -0.297960 4.457524 -1.783032
23 C -2.150430 5.427403 1.582923
24 H -5.081850 1.389744 6.493106
25 O 0.860707 -1.622613 0.306665
26 H -0.062298 6.070383 -3.254757
27 C -3.011961 1.277779 0.527890
28 H 6.441413 1.298392 0.322578
29 C -3.000336 -2.822210 -0.752539
30 H -3.208870 3.839716 0.822636
31 C 1.570940 -4.505333 -1.846202
32 C -4.984902 2.100892 4.451486
33 N -1.935513 -0.703733 -0.482825
34 C -0.577523 -2.484261 -1.468636
35 H -3.976810 1.676842 0.782508
36 C -1.884236 -1.954151 -0.908294
37 Pd 0.087331 0.415766 0.112876
38 C -1.599610 -5.502053 1.562783
39 H -0.054814 -0.348889 -6.692072
40 H 4.905011 -3.772560 0.174111
41 C -2.671449 0.585806 4.142852
42 C -3.118441 1.329337 3.105248
43 C 1.425797 -1.669733 -5.944438
44 C -2.166584 1.512663 1.900354
45 H 5.531443 1.392219 2.446287
46 O -1.129800 0.645845 1.959442
47 H -0.002913 2.687769 3.232307
48 C 0.607001 -0.580622 -5.861876
49 C 0.041002 3.141372 -1.513200
50 C 0.806751 2.420685 -2.411513
51 H 0.728593 5.015127 3.393767
52 H 2.716710 -5.723955 -3.139254
53 C 2.104909 1.319412 2.287344
54 H 4.865384 -5.383180 -1.874189
55 H -1.757847 0.031977 3.961674
56 C -1.862835 -3.456586 2.804876
57 H -4.886089 -0.795444 1.150922
58 C 4.504558 1.270561 2.020336
59 H -2.709839 -5.315704 3.407727
60 H -4.903774 -3.023579 0.159142
61 C 4.052321 0.752609 -2.155127
62 C -0.962808 5.742208 2.313160
63 C 0.347529 -2.765924 -0.192007
64 C 2.756502 -5.089743 -2.202610
65 C 1.270713 3.041201 -3.561005
66 C -1.668853 3.057945 2.031377
67 H -2.402336 -2.888507 3.555184
68 C 1.549528 -3.580239 -0.763801
69 H -0.093588 -1.820553 -2.178695
70 C -2.132612 -4.813225 2.638822
71 H -0.247831 2.817795 -0.519798
72 C -4.102181 -1.033472 0.430422
73 C 0.971223 4.351244 -3.795648
74 C -0.215434 4.789734 2.949428
75 C -4.289413 2.114439 3.286701
76 H -1.734441 -6.555555 1.413273
77 H 1.310944 4.847635 -4.700643
78 C 3.955808 -4.892963 -1.533556
79 H 1.857861 2.520860 -4.243054
80 C 2.161214 -1.305997 -3.667721
81 C -3.030824 -0.201326 0.140271
82 C 0.121313 5.049300 -2.953114
83 H 1.386013 -2.311511 -6.805004
84 H 2.742736 -1.614672 -2.791197
85 H -3.071592 -0.038743 6.164404
86 H -3.011541 -3.918443 -1.045107
87 C 5.478974 1.044770 -0.189977
88 H -0.939918 -1.749216 2.025442
89 C 1.912283 1.040338 0.961541
90 H -0.570762 6.735135 2.377992
91 P 1.158590 0.662135 -1.945656
92 H 3.545309 1.645472 3.828579
93 C 1.343381 -0.212727 -3.548145
94 C 2.771050 -3.295914 -0.165804
95 C 4.340041 0.982156 0.626276
96 H -0.738096 -3.458790 -1.910519
97 H 2.691650 -2.578597 0.640961
98 H 2.776900 -2.895613 -4.901408
99 C 5.290284 0.899379 -1.548265
100 H -0.170507 0.938989 -4.553956
101 C 3.389107 1.418539 2.813748
102 C -2.380493 4.077772 1.410496
103 C -0.483126 -3.483261 0.828127

Atomic forces in eV per Å
H -0.2 0.5 0.6
H -0.4 0.3 -0.3
C -0.7 0.6 1.6
H -1.4 0.0 1.2
C 0.1 0.9 -0.7
H 0.2 0.1 0.0
C 1.0 -0.5 0.0
H -0.3 0.4 -0.2
C 2.0 0.4 -0.3
C -0.8 -0.1 0.4
H 0.7 0.1 0.3
H 0.7 -0.5 -0.2
C 0.4 -0.7 1.3
C -0.4 -1.9 0.4
H 0.4 0.2 -0.6
H 0.4 0.5 0.3
C 0.1 -1.5 0.1
C 0.3 0.5 0.5
C -1.1 1.7 2.2
C 0.3 -1.9 -0.1
H -0.5 0.8 -0.2
C -1.1 0.9 0.1
C 2.7 -0.6 1.0
H 0.5 -0.2 -0.7
O 0.0 1.1 0.5
H -0.5 0.2 0.4
C 0.7 -0.5 1.6
H -0.8 -0.5 -0.9
C 0.3 -0.3 -0.4
H -1.3 -0.6 -0.9
C -0.9 0.6 1.0
C -0.3 0.2 0.8
N -0.4 1.1 0.0
C -0.8 -0.2 1.6
H -0.8 -0.2 -0.5
C -0.5 -1.2 -0.8
Pd -0.4 -0.9 0.5
C 0.4 0.8 -0.3
H 0.1 0.2 0.2
H -1.4 -0.3 -1.5
C -1.1 -1.1 1.3
C -0.2 1.4 -0.3
C 0.2 -1.0 -0.1
C 0.6 0.4 -0.8
H -1.0 -0.2 -0.5
O 0.2 0.2 0.3
H 0.2 -0.2 0.1
C -0.7 0.3 -0.7
C -0.1 0.9 0.4
C 0.2 -1.0 0.4
H 0.3 0.2 0.5
H 0.3 0.5 1.3
C 0.9 -0.4 -1.7
H -0.2 0.0 0.1
H 0.0 -0.1 0.4
C -0.6 0.1 -0.7
H 0.1 0.5 -0.5
C -0.1 -0.2 0.2
H -0.1 -0.1 -0.2
H 0.4 0.7 -0.2
C -2.3 -0.7 1.7
C -1.1 0.8 -0.4
C 0.5 0.8 -2.0
C 0.2 -1.3 -2.0
C -0.4 0.2 1.0
C -1.0 -0.8 -1.1
H 0.3 -0.1 0.2
C 0.4 -0.7 -0.4
H 0.0 0.0 0.2
C 0.1 -0.2 0.4
H 0.0 -0.6 -0.1
C -0.1 0.3 0.4
C -0.5 0.7 -0.7
C -0.5 -1.2 -1.5
C 1.0 -1.1 -1.1
H -0.3 -0.4 0.1
H 0.1 -0.1 0.1
C 0.6 0.7 0.0
H 1.0 -0.9 -1.1
C 0.4 -0.7 0.5
C 0.1 0.4 0.3
C 0.8 0.2 -0.4
H 0.2 -0.1 -0.4
H -0.1 -0.1 -0.5
H 0.0 -0.5 0.2
H 0.3 1.7 0.2
C 0.2 -0.1 -0.4
H 0.4 1.6 -0.1
C -0.7 -0.2 -0.9
H -0.3 0.8 0.0
P 0.9 0.3 0.0
H 0.0 0.3 1.3
C -0.7 0.9 -1.1
C 1.1 -0.8 0.1
C 0.2 1.1 1.1
H -0.4 0.0 -0.4
H 0.4 0.1 0.0
H 0.6 -1.0 0.0
C 1.2 0.3 -0.5
H 0.7 -0.6 -0.4
C 1.4 0.0 -0.9
C -0.5 0.6 0.5
C -0.4 0.0 0.3